{"formula": "C46H120N12O16", "method": "ωB97M-V/def2-TZVPD", "fmax_ev_per_a": 3.498, "spin_multiplicity": 1, "homo_lumo_gap_ev": 8.798, "lumo_ev": 0.18, "de_lowest_kcal_mol": 51.7, "charge": 0, "e_homo_ev": -8.62, "smiles": "COC[C@H](C)N.COC[C@H](C)N.COCCNCCOC.COCCNCCOC.COCCNCCOC.COCCNCCOC.COCCNCCOC.COCCNCCOC.NC(N)=O.NC(N)=O", "elements": ["C", "O", "N", "N", "H", "H", "H", "H", "C", "O", "N", "N", "H", "H", "H", "H", "C", "O", "C", "C", "N", "C", "C", "O", "C", "H", "H", "H", "H", "H", "H", "H", "H", "H", "H", "H", "H", "H", "H", "H", "C", "O", "C", "C", "N", "C", "C", "O", "C", "H", "H", "H", "H", "H", "H", "H", "H", "H", "H", "H", "H", "H", "H", "H", "C", "O", "C", "C", "N", "C", "C", "O", "C", "H", "H", "H", "H", "H", "H", "H", "H", "H", "H", "H", "H", "H", "H", "H", "C", "O", "C", "C", "N", "C", "C", "O", "C", "H", "H", "H", "H", "H", "H", "H", "H", "H", "H", "H", "H", "H", "H", "H", "C", "O", "C", "C", "N", "C", "C", "O", "C", "H", "H", "H", "H", "H", "H", "H", "H", "H", "H", "H", "H", "H", "H", "H", "C", "O", "C", "C", "N", "C", "C", "O", "C", "H", "H", "H", "H", "H", "H", "H", "H", "H", "H", "H", "H", "H", "H", "H", "C", "C", "C", "O", "C", "N", "H", "H", "H", "H", "H", "H", "H", "H", "H", "H", "H", "C", "C", "C", "O", "C", "N", "H", "H", "H", "H", "H", "H", "H", "H", "H", "H", "H"], "coordinates": [[-3.640, -1.481, -3.870], [-4.067, -1.843, -4.948], [-2.337, -1.630, -3.505], [-4.378, -0.775, -2.945], [-2.017, -1.515, -2.563], [-1.717, -2.089, -4.145], [-3.885, -0.137, -2.316], [-5.314, -0.644, -3.264], [4.175, 1.119, 1.850], [3.842, 1.289, 3.016], [4.535, 2.154, 1.048], [4.183, -0.043, 1.242], [4.660, 1.999, 0.060], [4.199, 3.080, 1.272], [4.325, 0.045, 0.264], [3.869, -0.874, 1.697], [6.011, -8.042, 0.591], [5.386, -7.395, 1.647], [4.846, -6.163, 1.164], [3.647, -5.965, 2.077], [2.645, -6.952, 1.827], [1.708, -7.068, 2.875], [0.903, -5.780, 3.077], [-0.159, -5.989, 3.918], [-0.453, -4.819, 4.658], [6.576, -8.789, 1.125], [6.780, -7.386, 0.197], [5.359, -8.487, -0.172], [4.438, -6.273, 0.138], [5.557, -5.310, 1.159], [3.274, -4.923, 2.013], [4.007, -6.075, 3.093], [2.176, -6.774, 0.963], [2.295, -7.295, 3.766], [1.100, -7.974, 2.702], [0.516, -5.433, 2.077], [1.521, -4.894, 3.523], [-0.635, -3.861, 4.106], [0.428, -4.627, 5.309], [-1.282, -4.886, 5.337], [3.511, 3.894, -2.605], [3.545, 3.792, -1.150], [2.901, 4.906, -0.571], [1.341, 4.836, -0.797], [0.586, 5.697, 0.086], [0.833, 7.106, 0.019], [-0.113, 7.953, 0.925], [-0.282, 7.581, 2.275], [0.599, 8.210, 3.138], [2.871, 4.715, -2.862], [3.215, 2.916, -3.032], [4.519, 4.045, -2.965], [3.442, 5.802, -0.886], [2.965, 4.758, 0.512], [1.037, 3.805, -0.642], [0.986, 5.098, -1.800], [0.409, 5.347, 1.027], [0.525, 7.537, -0.933], [1.920, 7.367, 0.225], [-1.111, 7.848, 0.451], [0.269, 8.982, 0.991], [0.716, 9.311, 2.859], [1.548, 7.612, 3.178], [0.159, 8.295, 4.158], [1.576, -2.041, -3.027], [2.455, -2.969, -3.522], [1.865, -3.874, -4.460], [2.403, -3.614, -5.843], [1.996, -2.288, -6.253], [2.456, -1.820, -7.567], [1.966, -0.416, -7.852], [2.489, 0.381, -6.808], [2.097, 1.740, -6.918], [0.599, -2.371, -2.727], [1.417, -1.278, -3.834], [1.976, -1.639, -2.101], [0.801, -3.641, -4.357], [2.139, -4.913, -4.264], [1.896, -4.363, -6.539], [3.487, -3.737, -5.775], [2.338, -1.575, -5.632], [1.923, -2.491, -8.237], [3.580, -1.848, -7.700], [0.909, -0.394, -7.898], [2.449, -0.131, -8.811], [2.425, 2.197, -7.859], [2.452, 2.279, -6.029], [1.010, 1.811, -7.064], [1.784, -4.519, -0.760], [0.619, -5.244, -1.075], [-0.601, -4.499, -0.781], [-1.718, -5.034, -1.651], [-1.510, -4.727, -3.019], [-2.540, -5.081, -3.925], [-2.027, -5.106, -5.322], [-0.919, -5.879, -5.580], [-1.099, -7.268, -5.369], [1.548, -3.517, -0.379], [2.481, -4.434, -1.560], [2.333, -5.050, 0.076], [-0.370, -3.470, -1.164], [-0.846, -4.597, 0.265], [-2.651, -4.679, -1.224], [-1.731, -6.099, -1.612], [-0.724, -5.318, -3.272], [-3.249, -4.257, -4.058], [-3.108, -6.005, -3.595], [-1.972, -4.075, -5.712], [-2.839, -5.616, -5.895], [-1.578, -7.566, -4.430], [-0.071, -7.617, -5.214], [-1.658, -7.735, -6.172], [-4.748, 0.700, 4.544], [-3.690, 1.461, 3.839], [-4.033, 1.598, 2.517], [-4.372, 0.311, 1.741], [-3.443, -0.725, 2.113], [-3.697, -1.969, 1.366], [-2.971, -3.067, 2.039], [-3.208, -4.153, 1.179], [-2.906, -5.390, 1.759], [-4.865, -0.262, 4.074], [-5.674, 1.262, 4.421], [-4.449, 0.635, 5.614], [-3.173, 2.003, 1.949], [-4.859, 2.298, 2.423], [-4.339, 0.477, 0.637], [-5.378, -0.015, 2.083], [-2.454, -0.455, 1.917], [-3.310, -1.914, 0.344], [-4.793, -2.239, 1.403], [-3.417, -3.245, 3.026], [-1.883, -2.854, 1.999], [-3.408, -5.420, 2.754], [-1.813, -5.624, 1.886], [-3.332, -6.167, 1.093], [-0.988, 4.265, 3.111], [0.306, 4.196, 2.512], [1.115, 3.335, 3.314], [2.262, 3.969, 4.003], [2.019, 4.958, 5.042], [1.333, 4.491, 6.219], [0.748, 5.568, 7.048], [1.786, 6.103, 7.918], [1.427, 7.189, 8.761], [-1.601, 4.999, 2.522], [-1.016, 4.647, 4.129], [-1.484, 3.293, 3.110], [1.640, 2.694, 2.604], [0.431, 2.750, 3.937], [2.769, 4.586, 3.284], [2.929, 3.182, 4.391], [1.414, 5.712, 4.642], [1.948, 3.794, 6.723], [0.446, 3.803, 6.037], [0.015, 5.138, 7.737], [0.286, 6.249, 6.400], [2.332, 7.641, 9.233], [0.763, 6.938, 9.618], [0.971, 8.091, 8.229], [-2.916, 4.332, -2.844], [-3.379, 4.967, -1.563], [-3.357, 4.022, -0.391], [-4.057, 2.775, -0.571], [-5.443, 2.920, -0.553], [-2.655, 6.091, -1.133], [-3.292, 4.883, -3.671], [-3.403, 3.355, -2.876], [-1.810, 4.273, -2.859], [-4.440, 5.188, -1.706], [-3.755, 4.462, 0.514], [-2.330, 3.746, -0.222], [-5.876, 1.927, -0.593], [-5.809, 3.520, -1.400], [-5.839, 3.344, 0.355], [-1.671, 5.890, -0.877], [-2.653, 6.782, -1.871], [0.027, 1.447, -1.757], [-0.383, 0.432, -0.726], [0.168, 0.802, 0.622], [-0.449, 0.031, 1.615], [-0.029, 0.240, 2.947], [-1.811, 0.237, -0.718], [1.128, 1.519, -1.763], [-0.398, 2.423, -1.658], [-0.283, 1.017, -2.692], [0.171, -0.479, -0.866], [0.026, 1.867, 0.850], [1.212, 0.570, 0.717], [-0.374, 1.258, 3.188], [1.054, 0.227, 3.101], [-0.441, -0.480, 3.643], [-2.083, -0.106, 0.181], [-2.204, 1.162, -0.824]], "mulliken_charge": [0.4519, -0.6903, 0.1149, -0.2645, -0.1032, 0.0509, 0.1229, 0.2209, 0.7123, -0.6100, -0.3779, -0.3396, 0.1761, 0.1823, 0.1190, 0.1659, -0.7857, -0.3167, -0.6249, -0.6483, -0.1992, -1.3793, 0.7968, -0.3809, -0.5906, 0.2931, 0.3296, 0.2855, 0.2693, 0.3485, 0.2090, 0.6775, 0.2541, 0.4201, 0.2980, -0.3234, 0.3266, 0.0688, 0.4118, 0.3425, -0.7938, -0.2685, -0.1318, -0.3895, 1.5882, -0.7856, -0.7319, -0.2686, -0.5647, 0.4144, 0.1426, 0.3587, 0.2594, -0.1845, -0.3969, 0.5909, -0.1489, 0.2703, 0.3836, 0.1967, 0.4685, 0.3264, 0.2533, 0.1183, 0.1020, -0.4997, 0.2529, -1.0549, -0.0462, -0.7602, -0.6137, -0.2773, -0.6480, -0.3498, 0.1071, 0.3892, -0.1452, 0.4217, 0.4146, 0.3784, 0.0977, 0.3896, 0.3100, 0.4294, 0.3979, 0.3067, 0.0957, 0.3245, 1.0836, -0.6131, 2.1635, -1.8830, 0.7442, -0.9829, -0.6776, -0.2959, -0.8375, -0.1174, 0.5379, -1.3695, -0.7477, -0.8040, 0.7473, 0.5927, 0.0871, 0.1303, 0.4189, 0.3016, 0.4309, 0.3201, 0.2875, 0.3127, -0.8225, -0.2940, 0.2364, -0.6362, 0.6109, -0.0639, 0.0088, -0.2645, -0.4950, 0.2585, 0.3386, 0.2327, -0.5828, 0.5872, 0.1428, 0.4580, -0.4516, -0.3705, 0.4139, 0.5016, -0.0721, 0.3969, -0.0088, 0.2009, -0.6825, 0.4792, 0.0433, -1.7596, -0.1864, -0.4143, -0.6986, -0.2951, -0.7132, 0.0693, 0.1592, 0.1467, -0.4577, 0.6424, 0.4073, 0.4276, 0.1080, 0.5443, 0.1080, 0.4126, 0.3218, 0.2604, 0.2834, 0.2548, -1.1751, 0.0882, -0.4442, 0.4253, -1.3543, -0.4552, 0.4859, 0.2360, 0.0607, 0.4551, 0.4794, -0.3541, 0.3647, 0.3646, 0.4232, 0.1053, 0.2686, -1.4417, 1.7339, -0.7135, 0.0793, -0.6078, 1.3787, 0.4381, -0.1441, 0.5415, -0.6916, -0.2177, 0.0483, -0.3135, 0.4408, 0.3851, -0.6412, -0.6075]}